Record 1
This record from OMol25 describes C24H26BN6O4PtS3 as an isolated structure. The level of theory is ωB97M-V with the def2-TZVPD basis set.

Gap between HOMO and LUMO in eV: 7.27
Net charge: -1
Energy relative to the best compared isomer or geometry (same formula, charge and spin) in kcal per mole: 0.0
E in eV: -78873.8905
Largest force on an atom in eV/A: 0.8

Each line ends with the natural charge from an NBO analysis.
Element x y z (Å)
1 Pt 0.639 -0.294 -1.062  0.916
2 B 0.189 2.604 -2.842  0.183
3 N -0.965 2.087 -1.925  -0.271
4 C -2.216 2.562 -1.878  -0.017
5 C -2.979 1.740 -1.066  -0.360
6 C -2.094 0.750 -0.640  -0.019
7 N -0.893 0.980 -1.170  -0.277
8 N 1.575 2.315 -2.180  -0.277
9 C 2.679 3.061 -2.322  -0.011
10 C 3.763 2.363 -1.818  -0.363
11 C 3.221 1.159 -1.372  -0.015
12 N 1.911 1.150 -1.606  -0.271
13 H 0.147 2.030 -3.910  -0.050
14 H 0.075 3.804 -2.951  -0.055
15 H -2.480 3.451 -2.425  0.215
16 H -4.021 1.838 -0.814  0.222
17 H -2.241 -0.107 -0.001  0.246
18 H 2.624 4.037 -2.775  0.217
19 H 4.793 2.676 -1.785  0.223
20 H 3.699 0.310 -0.907  0.227
21 S -1.111 -1.758 2.773  -0.122
22 C 0.483 -2.137 3.019  0.101
23 N 0.838 -3.207 3.768  -0.412
24 C 2.239 -3.477 4.049  -0.206
25 C 3.101 -3.050 2.904  -0.248
26 N 2.880 -1.625 2.662  -0.411
27 C 4.019 -0.803 2.247  -0.243
28 C 5.103 -1.571 1.529  -0.053
29 C 6.388 -1.625 2.061  -0.215
30 C 7.391 -2.343 1.422  -0.223
31 C 7.114 -3.022 0.244  -0.223
32 C 5.831 -2.976 -0.289  -0.217
33 C 4.832 -2.251 0.346  -0.162
34 C 1.601 -1.201 2.521  0.046
35 S 1.221 0.283 1.911  -0.083
36 C -0.103 -4.302 4.018  -0.247
37 C 0.010 -5.405 2.993  -0.059
38 C 0.882 -6.474 3.180  -0.176
39 C 0.999 -7.472 2.220  -0.242
40 C 0.228 -7.411 1.067  -0.214
41 C -0.631 -6.339 0.866  -0.180
42 C -0.735 -5.339 1.819  -0.167
43 H 2.376 -4.544 4.209  0.213
44 H 2.530 -2.942 4.960  0.187
45 H 2.825 -3.619 2.010  0.257
46 H 4.147 -3.220 3.147  0.214
47 H 4.451 -0.338 3.139  0.192
48 H 3.619 -0.007 1.625  0.260
49 H 6.606 -1.102 2.986  0.202
50 H 8.387 -2.377 1.847  0.204
51 H 7.891 -3.588 -0.255  0.205
52 H 5.599 -3.506 -1.204  0.218
53 H 3.833 -2.225 -0.075  0.257
54 H -1.092 -3.861 3.991  0.256
55 H 0.086 -4.692 5.020  0.192
56 H 1.465 -6.544 4.093  0.186
57 H 1.687 -8.294 2.374  0.201
58 H 0.301 -8.197 0.326  0.205
59 H -1.212 -6.274 -0.045  0.218
60 H -1.386 -4.490 1.652  0.238
61 O 1.919 -1.865 -0.963  -1.005
62 S 0.803 -2.898 -0.674  2.574
63 O 1.120 -3.587 0.564  -1.027
64 O -0.394 -1.951 -0.486  -0.972
65 O 0.601 -3.768 -1.803  -0.980

Record 2
This record from OMol25 describes C10H18N6O3Pd as an isolated structure. The level of theory is ωB97M-V with the def2-TZVPD basis set.

Gap between HOMO and LUMO in eV: 4.12
Net charge: -2
E in eV: -29223.4594
Largest force on an atom in eV/A: 0.7

Each line ends with the natural charge from an NBO analysis.
Element x y z (Å)
1 Pd -0.150 -0.222 -0.222  0.035
2 N -2.950 -0.784 0.771  -0.877
3 C -2.648 -0.166 2.067  -0.287
4 C -1.161 -0.006 2.511  0.565
5 O -0.949 0.965 3.302  -0.845
6 N -0.368 -0.979 2.129  -0.710
7 C 0.981 -0.991 2.658  -0.358
8 C 2.200 -1.070 1.686  0.764
9 O 3.290 -1.287 2.275  -0.817
10 O 2.071 -0.907 0.443  -0.829
11 H -2.536 -0.180 0.045  0.337
12 H -2.378 -1.626 0.732  0.369
13 H -3.142 -0.780 2.830  0.168
14 H -3.109 0.826 2.111  0.168
15 H 1.094 -1.874 3.300  0.173
16 H 1.175 -0.119 3.297  0.195
17 C 1.159 2.606 0.595  -0.090
18 N -0.101 2.278 -0.058  -0.488
19 C -1.193 2.877 0.696  -0.111
20 N -1.063 4.353 0.725  -0.483
21 C 0.229 4.666 1.345  -0.078
22 N 1.359 4.076 0.626  -0.480
23 C 1.326 4.568 -0.747  -0.075
24 N 0.069 4.262 -1.441  -0.493
25 C -0.093 2.786 -1.415  -0.078
26 C -1.028 4.833 -0.654  -0.074
27 H 1.983 2.132 0.061  0.219
28 H 1.140 2.219 1.615  0.239
29 H -1.177 2.483 1.716  0.272
30 H -2.148 2.624 0.227  0.186
31 H 0.225 4.285 2.368  0.212
32 H 0.350 5.756 1.362  0.165
33 H 2.149 4.117 -1.306  0.191
34 H 1.459 5.657 -0.738  0.169
35 H 0.734 2.332 -1.962  0.203
36 H -1.035 2.535 -1.907  0.190
37 H -1.973 4.576 -1.140  0.185
38 H -0.922 5.925 -0.645  0.169